Run w
10
Properties=species:S:1:pos:R:3 method="wB97M-V/def2-TZVPD" charge=-1 homo_energy_ev=-2.36
C 2.01952 0.54779 0.30337
C 0.72582 0.08496 0.43431
C -3.32837 0.16999 0.39050
O -3.27057 1.30260 0.67033
O -3.37222 -0.96121 0.19867
O 3.05876 0.12338 -0.59255
S 0.10304 -1.21382 -0.62997
H 2.45187 1.40890 0.72375
H 2.75464 -0.57087 -1.14615
H -1.14249 -0.89171 -0.35226

Run x
10
Properties=species:S:1:pos:R:3 method="wB97M-V/def2-TZVPD" charge=-1 homo_energy_ev="-2.63 / -2.49"
C 1.99054 -0.25384 -1.05440
C -0.36957 0.04366 -0.24544
C -0.65991 -1.35694 0.00755
O -0.22686 -2.31285 -0.66059
O -1.58845 -1.59136 1.01765
O 2.86536 0.28902 -0.57801
S -0.33373 1.25850 1.01451
H 1.93319 -1.24904 -1.60313
H -0.67098 2.15793 0.24493
H -1.83742 -0.69079 1.31876

Most stable of them? run w.

Run w
10
Properties=species:S:1:pos:R:3 method="wB97M-V/def2-TZVPD" charge=-1 smiles="COC(=O)C([O-])=S" homo_energy_ev=-3.68
C -1.65720 -0.01139 0.18204
O -0.36044 -0.34515 0.55613
C 0.56004 0.03787 -0.42298
O 0.16562 0.29460 -1.53466
C 2.07246 0.01601 0.13377
O 2.55435 1.09240 0.41360
S 2.67099 -1.52649 0.44702
H -1.46123 0.64732 -0.69989
H -2.16602 0.62472 0.86138
H -2.37856 -0.82989 0.06359

Run x
10
Properties=species:S:1:pos:R:3 method="wB97M-V/def2-TZVPD" charge=-1 homo_energy_ev=-3.10
C -0.58566 1.20059 -0.14280
C -1.33445 0.39160 0.59270
C 1.26335 -0.25292 -0.42141
O -0.39382 -2.45973 0.14057
O -2.31953 0.23936 1.27731
O 0.65100 0.95172 -0.73169
S 0.08985 -1.19959 0.80285
H -1.00250 2.23303 -0.07616
H 1.30895 -1.06549 -1.37228
H 2.32282 -0.03856 -0.06908

Most stable of them? run w.

Run w
10
Properties=species:S:1:pos:R:3 method="wB97M-V/def2-TZVPD" smiles=C[PH]#[PH]S homo_energy_ev=-8.96
C 0.50848 0.16104 1.19724
P -0.27571 -1.22427 0.19175
P -0.45770 -0.06729 -1.67170
S -2.29713 0.73946 -1.22636
H -0.38926 0.83319 1.22903
H 1.41076 0.56438 0.85451
H 0.51385 -0.39994 2.12768
H 0.99231 -1.48633 -0.21360
H -0.90370 -1.38919 -2.38370
H -2.00147 2.03253 -1.67774

Run x
10
Properties=species:S:1:pos:R:3 method="wB97M-V/def2-TZVPD" smiles="C[SH](=P)=P" homo_energy_ev=-7.86
C 0.91658 0.13321 1.08219
S -0.19127 -0.17117 -0.42195
P -2.17112 -0.10056 0.58188
P 0.58166 0.13525 -2.29725
H 0.57818 1.03084 1.47819
H 0.43916 -0.53148 1.77695
H 2.04854 -0.02569 1.06031
H 0.43067 -1.42499 -0.28721
H -2.91718 -0.49255 -0.57618
H 0.28479 1.44714 -2.39693

Most stable of them? run w.

Run w
15
Properties=species:S:1:pos:R:3 method="wB97M-V/def2-TZVPD" smiles="CC1=C[C@@]1(C)Cl.Cl" homo_energy_ev=-9.66
C 0.47241 0.14073 1.80859
C -0.05681 -0.32655 0.51395
C 0.09669 -0.89040 -0.68048
C -1.25710 -0.23221 -0.37497
C -1.72442 0.97084 -1.16770
Cl -2.57933 -1.35205 -0.03191
H -0.03918 1.13398 2.03664
H 1.54614 0.26650 1.60221
H 0.12960 -0.40507 2.69077
H 0.70803 -1.50384 -1.28470
H -1.87496 0.60684 -2.21708
H -0.67597 1.52727 -1.21695
H -2.46379 1.74698 -0.75388
Cl 4.44259 -0.48783 -0.36054
H 3.27611 -1.19519 -0.56394

Run x
15
Properties=species:S:1:pos:R:3 method="wB97M-V/def2-TZVPD" homo_energy_ev="-6.75 / -7.58"
C -0.99186 1.20034 -0.82841
C -0.38373 0.43837 -1.88768
C 0.51070 -0.66098 2.31989
C 0.95621 0.31008 -2.06216
C -0.41267 -1.32556 1.22893
Cl 2.09283 0.78699 -0.96894
Cl -1.64742 -0.32069 0.55275
H -1.87027 1.87440 -0.91005
H -0.48080 1.70867 -0.04644
H -1.06042 -0.00488 -2.55915
H 1.24634 -0.16073 1.74285
H 0.94373 -1.46576 2.91725
H -0.15348 -0.15534 2.99551
H 1.38937 -0.22139 -2.94147
H -0.13855 -2.00351 0.44712

Most stable of them? run w.

Run w
16
Properties=species:S:1:pos:R:3 method="wB97M-V/def2-TZVPD" charge=+1 multiplicity=2 homo_energy_ev="-15.09 / -15.08"
C 1.09574 2.26376 -0.59523
C -0.27800 2.02493 0.10054
H 1.70662 2.87454 0.05675
H 1.59586 1.35652 -0.92788
H 0.89420 2.85443 -1.48664
H -0.99075 1.71935 -0.65123
H -0.45416 2.95722 0.64159
H -0.24969 1.25974 0.87118
C 0.00045 -2.20849 -0.32834
C -0.82359 -2.19316 0.85445
H 0.77853 -1.39555 -0.13037
H 0.36119 -3.18225 -0.62891
H -0.44696 -1.62452 -1.17526
H -1.84296 -1.87839 0.39711
H -0.76468 -1.38082 1.60244
H -0.93359 -3.15536 1.33909

Run x
16
Properties=species:S:1:pos:R:3 method="wB97M-V/def2-TZVPD" charge=+1 multiplicity=2 homo_energy_ev="-16.54 / -15.67"
C 0.37241 1.96481 1.28726
C -0.55567 0.62412 1.43293
H 0.87897 2.05682 0.31212
H -0.08720 2.91618 1.40853
H 1.26525 1.84134 2.00008
H -0.84907 0.43895 0.38617
H -1.18647 0.75214 2.22000
H 0.14301 -0.27902 1.60944
C -0.32639 -1.79747 -0.95791
C 0.30539 -0.71913 -1.76069
H -0.25363 -2.76076 -1.41702
H 0.26663 -1.82062 0.03171
H -1.38356 -1.82418 -0.73480
H -0.35829 0.15056 -1.88917
H 1.16401 -0.39438 -1.16616
H 0.60463 -1.14935 -2.76251

Run y
16
Properties=species:S:1:pos:R:3 method="wB97M-V/def2-TZVPD" charge=+1 multiplicity=2 homo_energy_ev="-16.09 / -15.45"
C 2.47025 0.37086 1.67487
C 1.24077 0.10489 0.80223
H 2.47828 -0.03180 2.62122
H 3.37229 0.13006 1.00203
H 2.37342 1.54589 1.76007
H 0.86388 -0.99659 0.80392
H 0.28538 0.44170 1.20511
H 1.17656 0.45700 -0.28560
C -2.30699 0.22460 -0.83368
C -1.32497 -0.69620 -1.62679
H -3.33962 0.03340 -1.30132
H -2.35544 -0.05402 0.34576
H -2.01835 1.27308 -0.89101
H -0.30560 -0.72133 -1.19161
H -1.20442 -0.41782 -2.72702
H -1.80075 -1.68451 -1.44140

Most stable of them? run w.

Run w
9
Properties=species:S:1:pos:R:3 method="wB97M-V/def2-TZVPD" multiplicity=3 homo_energy_ev="-8.81 / -8.92"
C -0.53814 0.36728 1.61983
C 0.64365 0.14364 0.98919
N -0.11771 -0.56176 -2.32060
O 0.30382 -1.63273 -2.10465
O -0.90860 0.08846 -2.86393
S 1.19096 1.18071 -0.23996
H -0.87907 -0.08123 2.49961
H -1.13357 1.07483 1.16587
H 1.43865 -0.57920 1.25464

Run x
9
Properties=species:S:1:pos:R:3 method="wB97M-V/def2-TZVPD" multiplicity=3 homo_energy_ev="-6.06 / -8.80"
C -1.43916 0.90678 1.12759
C 0.84062 -0.71670 0.15327
N 0.62548 -0.09293 -0.95293
O 1.45743 0.55001 -1.57126
O -0.69876 -0.11006 -1.43471
S -1.94549 0.80570 -0.30767
H -0.73514 0.33366 1.77106
H 1.89422 -0.63575 0.46535
H 0.00080 -1.04070 0.74931

Most stable of them? run w.

Run w
10
Properties=species:S:1:pos:R:3 method="wB97M-V/def2-TZVPD" homo_energy_ev="-9.07 / -7.99"
C 0.83674 1.97232 -0.00786
C -0.37679 0.00065 0.35968
C 0.58299 0.78124 -0.59322
N -1.34487 1.05543 0.37665
O 1.20604 2.82232 0.61953
Cl 2.60432 0.15951 -0.66604
Cl -2.51246 0.79001 -0.80063
H -0.82313 -0.86118 -0.12257
H 0.16638 -0.12877 1.42329
H 0.12723 0.79090 -1.57062

Run x
10
Properties=species:S:1:pos:R:3 method="wB97M-V/def2-TZVPD" homo_energy_ev="-9.07 / -9.63"
C 1.36675 0.10446 -0.83619
C -0.82883 -0.42440 1.18136
C -1.66498 -0.21486 0.24006
N 1.48738 0.72804 0.22110
O 2.10575 1.44230 0.93014
Cl -3.00452 -1.40390 -0.12596
Cl -1.70088 1.02408 -0.94543
H 2.06339 0.28979 -1.66465
H 0.43280 -0.58124 -0.87462
H -0.25686 -0.96427 1.87418

Most stable of them? run w.

Run w
21
Properties=species:S:1:pos:R:3 method="wB97M-V/def2-TZVPD" charge=+1 homo_energy_ev="-11.79 / -11.79"
C 1.43148 1.88008 0.60129
C 0.41277 2.45936 -0.09760
C 1.72712 0.51944 0.73267
C -0.08051 -0.51384 -0.64138
C -0.15038 -1.81075 -0.08878
C -0.39451 1.69107 -1.10398
N -0.85454 0.46767 -0.54736
N -1.10237 -2.62617 -0.57207
N -2.02559 0.47374 0.30272
N 0.79819 -2.33955 0.68689
Br 3.29513 -0.35795 0.28414
H 1.82261 2.49292 1.43254
H 0.19444 3.44528 0.16623
H -1.25433 2.20367 -1.55829
H 0.43314 1.45627 -1.93430
H -1.98329 -2.19861 -0.67339
H -0.96435 -3.55525 -0.30502
H -1.71614 0.00172 1.20472
H -2.27694 1.48603 0.58630
H 1.61493 -1.85191 1.03460
H 1.07315 -3.32321 0.49005

Run x
21
Properties=species:S:1:pos:R:3 method="wB97M-V/def2-TZVPD" charge=+1 homo_energy_ev=-13.14
C -0.69647 -1.74310 -0.58408
C -1.56424 1.05139 1.06123
C 1.21570 -1.80304 0.66987
C -0.42500 -0.35636 -0.95006
C 0.52044 0.41987 -0.06467
C 1.02899 1.61012 -0.95051
N 0.04348 -2.38703 0.18420
N 1.52559 -0.43935 0.29076
N -2.25411 0.40801 0.19038
N -0.23784 1.06844 1.00915
Br -3.94120 0.22340 -0.19667
H -1.67217 -2.11530 -0.96103
H -1.93308 1.79361 1.70229
H 1.11019 -1.90931 1.73939
H 2.11120 -2.47008 0.67341
H -0.86998 0.00337 -1.95414
H 1.74253 1.14208 -1.72522
H 1.57460 2.33576 -0.43127
H 0.11624 2.14252 -1.35145
H 2.44037 -0.28465 -0.20848
H 0.16479 1.30964 1.85690

Most stable of them? run x.

Run w
10
Properties=species:S:1:pos:R:3 method="wB97M-V/def2-TZVPD" homo_energy_ev=-10.70
C -0.42739 -0.47839 -0.07253
C -0.67423 0.82301 -0.09078
C 0.85106 -0.25193 0.68449
H 0.69035 -1.23788 -1.43993
H -1.20556 -0.94899 0.60488
H -1.52842 1.39387 -0.55074
N 0.01643 1.78097 0.44661
O -0.48545 -1.01894 -1.41867
O 1.09608 1.05019 0.81372
O 1.66713 -1.11190 1.02296

Run x
10
Properties=species:S:1:pos:R:3 method="wB97M-V/def2-TZVPD" smiles="[H]/N=C(/C=O)OC=O" homo_energy_ev=-10.22
H 1.50987 -1.96185 -0.19083
N 1.37992 -1.20014 0.44806
C 0.44361 -0.39793 0.22342
C 0.80569 0.93971 0.88157
O 1.97425 1.00507 1.15246
O -0.62736 -0.71403 -0.61190
C -1.57476 0.18167 -0.97863
O -1.63307 1.32472 -0.63371
H 0.12455 1.76289 1.10323
H -2.28823 -0.31959 -1.64970

Most stable of them? run x.

Run w
10
Properties=species:S:1:pos:R:3 method="wB97M-V/def2-TZVPD" homo_energy_ev=-10.09
C -1.67332 0.22710 -0.19097
C -0.20566 -0.00575 0.07401
N 0.21964 -1.24378 0.04056
O 1.58506 -1.23092 0.27765
C 2.23465 0.02136 0.06508
O 3.28085 0.47092 0.36467
O 0.68642 0.93810 0.17679
H -1.82751 0.52494 -1.23384
H -2.21273 -0.71128 -0.02238
H -2.08741 1.00930 0.44843

Run x
10
Properties=species:S:1:pos:R:3 method="wB97M-V/def2-TZVPD" smiles="O=COc1co[nH]1" homo_energy_ev=-8.93
O 0.09936 0.65032 2.07400
C -0.89766 0.10337 1.69795
O -1.03898 -0.48681 0.48855
C -0.00290 -0.28718 -0.36152
C 1.20450 0.26484 -0.45922
O 1.22261 0.08468 -1.85429
N -0.03266 -0.64629 -1.72346
H -1.83355 -0.00322 2.25550
H 2.05728 0.52477 0.14814
H -0.77800 -0.20448 -2.26564

Run y
10
Properties=species:S:1:pos:R:3 method="wB97M-V/def2-TZVPD" smiles="O=C1COC=NO1" homo_energy_ev=-10.11
O 1.64607 1.04622 1.09554
C 0.63443 0.45368 0.64904
C 0.18509 -0.93725 0.95339
O -0.36904 -1.58979 -0.28736
C -0.86938 -0.67591 -1.27352
N -0.86835 0.64785 -1.23299
O -0.34857 1.34856 -0.10770
H 0.90862 -1.74104 1.24202
H -0.53946 -0.84524 1.84775
H -1.41932 -1.43168 -2.03607

Most stable of them? run w.

Run w
10
Properties=species:S:1:pos:R:3 method="wB97M-V/def2-TZVPD" homo_energy_ev="-8.51 / -8.52"
N 0.38455 -0.58671 -1.70307
C 0.14913 -0.19202 -0.40079
O -1.07758 -0.33352 0.17910
C -1.23238 0.21974 1.40681
O -0.36323 0.76547 2.02261
C 1.36981 0.34914 -0.12414
O 1.84466 0.43807 -1.35697
H -0.36343 -0.25781 -2.34019
H -2.26503 0.06319 1.73846
H 1.98274 0.47822 0.75837

Run x
10
Properties=species:S:1:pos:R:3 method="wB97M-V/def2-TZVPD" smiles="NC(=O)C(=O)C=O" homo_energy_ev=-9.79
N -1.67965 -0.76316 0.00424
C -0.78351 0.23384 -0.03066
O -1.04108 1.41458 -0.10305
C 0.66185 -0.29344 0.03378
O 0.90535 -1.47058 0.10969
C 1.73515 0.79335 -0.00659
O 2.90692 0.55639 0.00788
H -1.35592 -1.71584 0.06592
H -2.66634 -0.56761 -0.02988
H 1.31724 1.81246 -0.05133

Most stable of them? run x.

Run w
18
Properties=species:S:1:pos:R:3 method="wB97M-V/def2-TZVPD" smiles=CN[C@H](CF)[C@H]1CS1 homo_energy_ev=-8.66
C -2.05913 -0.23029 -0.42524
N -1.21125 -0.00444 0.71289
C 0.25502 0.42791 0.62563
C 0.46546 1.63511 -0.35794
F 1.62824 2.28561 0.02385
C 1.12102 -0.70929 0.81570
C 1.48749 -1.73386 -0.35489
S 2.74244 -0.14596 0.01796
H -1.75276 0.12574 -1.53653
H -1.87699 -1.43317 -0.78445
H -3.11679 -0.31428 -0.10787
H -1.81461 0.66886 1.41346
H 0.27943 0.99210 1.48357
H -0.47462 2.38703 -0.27248
H 0.57395 1.39713 -1.42230
H 1.09905 -1.02357 1.86110
H 0.83090 -1.51763 -1.38759
H 1.82314 -2.80700 -0.30487

Run x
18
Properties=species:S:1:pos:R:3 method="wB97M-V/def2-TZVPD" smiles=C[C@@]1(F)[C@H](S)C[C@@H]1N homo_energy_ev=-8.72
C 1.33197 -1.63351 0.41653
C 0.33816 -0.58910 -0.06321
F 0.06500 -1.04423 -1.43325
C -1.11187 -0.17947 0.77791
S -2.62540 -0.43872 -0.40392
C -0.58106 1.32580 0.81195
C 0.59556 0.81955 -0.08875
N 0.40862 1.27682 -1.33121
H 2.45041 -1.20748 0.04338
H 0.99285 -2.66907 -0.17676
H 1.18997 -1.66586 1.59883
H -1.32172 -0.98194 1.37473
H -2.06078 -1.60702 -0.77935
H -1.14742 2.16025 0.22223
H -0.47642 1.65794 1.85729
H 1.62061 1.23389 0.16507
H -0.73035 1.25422 -1.56714
H 1.06189 2.28792 -1.42434

Run y
18
Properties=species:S:1:pos:R:3 method="wB97M-V/def2-TZVPD" smiles=NC[C@]1(S)C[C@@H]1CF homo_energy_ev=-9.18
N 1.91657 -0.94662 -0.32813
C 1.41101 0.19252 0.42194
C 0.16525 0.88559 -0.18299
S 0.62502 1.68790 -1.71799
C -0.92943 1.41784 0.65270
C -1.19699 0.13525 -0.08979
C -1.30063 -1.23158 0.59662
F -0.88920 -2.10305 -0.45135
H 2.29241 -0.71403 -1.18597
H 1.09703 -1.55678 -0.61363
H 1.11457 -0.17503 1.39042
H 2.17916 0.91975 0.57985
H 0.33252 0.65171 -2.52577
H -1.37004 2.38809 0.39717
H -0.74500 1.27652 1.74219
H -1.80721 0.16630 -1.00036
H -0.60882 -1.36741 1.43653
H -2.28621 -1.62695 0.87856

Most stable of them? run y.